The following is a DFT calculation (ωB97M-V with the def2-TZVPD basis set) of C24H24BrN5O2S5SbSeZr as an isolated structure.

XYZ file:
```
64
Properties=species:S:1:pos:R:3:lowdin_charge:R:1
Zr 0.05824 0.60561 -0.32517 1.026
S -4.08894 2.99079 2.28592 -0.337
Sb -2.75474 4.80209 2.36794 0.237
S -0.00032 2.67612 1.08836 0.501
S -0.95439 2.25356 -2.21792 -0.055
S -1.97864 5.06824 4.54051 -0.301
Br 3.22296 0.42322 3.12421 0.776
C 2.73242 -0.69810 1.60058 -0.724
C 3.91822 -1.57275 1.25594 -0.120
C 3.88747 -2.54481 0.33024 -0.086
C 2.81917 -2.82560 -0.63090 -0.009
C 1.64156 -2.18946 -0.69804 -0.162
N 1.17850 -1.28889 0.30356 -0.144
C 0.91074 -1.98072 -1.99232 -0.582
O 0.91309 -2.79582 -2.90380 0.043
O 0.36580 -0.80482 -2.01796 -0.235
H 4.83543 -1.40722 1.80714 0.079
H 4.79862 -3.11507 0.19070 0.097
H 3.06423 -3.46011 -1.47392 0.115
Se 0.67444 2.02683 -3.68150 0.565
C -0.17843 0.94923 -5.02675 -0.606
C 0.29363 -0.31061 -5.35088 -0.105
C -0.34861 -1.01833 -6.36027 -0.163
N -1.39767 -0.56268 -7.04019 0.047
C -1.83736 0.65848 -6.72079 -0.175
C -1.27022 1.44594 -5.73404 -0.134
H 1.10512 -0.76313 -4.80134 0.096
H -0.00811 -2.01655 -6.61485 0.106
H -2.68733 1.02117 -7.29073 0.101
H -1.66946 2.42670 -5.50861 0.100
C 0.95868 3.11009 4.26928 -0.068
N -0.18496 2.45112 4.94732 -0.217
C 0.27123 1.62556 6.07762 -0.011
C -1.05770 1.65528 3.99466 -0.152
C -0.37464 0.72034 3.04838 -0.376
C -0.27976 -0.68655 3.36882 -0.108
C 0.44951 -1.65117 2.78410 -0.058
C 1.50674 -1.65834 1.71809 -0.241
C 2.12671 -0.05837 0.34980 -0.222
C -0.05038 1.12533 1.80038 -0.776
H 1.54542 3.63096 5.02451 0.099
H 0.56025 3.82706 3.56059 0.035
H 1.54915 2.35264 3.76295 0.001
H -0.81672 3.23365 5.23695 0.010
H 0.88488 0.81663 5.68109 0.094
H -0.59274 1.21352 6.59403 0.100
H 0.85725 2.23555 6.76203 0.095
H -1.61566 2.39863 3.43401 -0.015
H -1.77708 1.13531 4.63049 0.132
H -0.90621 -1.02268 4.19563 0.109
H 0.27930 -2.65033 3.17136 0.092
H 1.88404 -2.67834 1.72210 0.129
H 2.83871 -0.08376 -0.48335 0.105
S -2.24807 -0.52191 0.31002 0.673
C -2.31157 -1.33615 -1.19975 -0.780
N -2.54305 -0.60213 -2.32077 0.064
C -2.49146 -1.11933 -3.55887 -0.038
C -2.25780 -2.45202 -3.70816 -0.022
C -2.07175 -3.18065 -2.52731 -0.101
N -2.11377 -2.65698 -1.31878 0.100
H -2.58192 0.40790 -2.19648 0.045
H -2.62875 -0.42991 -4.37863 0.119
H -2.18679 -2.89989 -4.68616 0.111
H -1.86652 -4.24434 -2.57108 0.120
```

Output
LUMO in eV: 1.76
Energy above the lowest of the compared OMol25 structures with the same formula, charge and spin in eV: 4.0696
Total charge: -1
Kohn-Sham gap in eV: 6.495

***

The following is a DFT calculation (ωB97M-V with the def2-TZVPD basis set) of C24H24CrF9NO2P2 as an isolated structure at a distorted geometry.

XYZ file:
```
63
Properties=species:S:1:pos:R:3:lowdin_charge:R:1
C 2.00664 1.78671 -3.57174 -0.029
C 1.12335 1.65707 -2.48533 -0.222
C 0.65784 0.36229 -2.11900 -0.155
C 1.04950 -0.76167 -2.89609 -0.111
C 1.89714 -0.59278 -3.99687 -0.007
C 2.39371 0.67651 -4.33279 -0.039
C 0.54784 -2.11268 -2.43319 -0.047
C -0.87703 -2.00109 -1.93886 -0.132
C -1.18590 -0.83072 -1.20610 -0.181
C -2.48915 -0.66165 -0.66291 -0.197
C -3.42922 -1.69465 -0.80969 -0.018
C -3.11743 -2.86066 -1.52395 -0.033
C -1.84538 -3.00018 -2.09987 -0.014
H 2.36797 2.78687 -3.83992 0.121
H 2.18711 -1.47074 -4.58638 0.126
H 3.06903 0.80003 -5.18553 0.119
H 0.64590 -2.87248 -3.22657 0.139
H -4.43216 -1.56594 -0.38509 0.123
H -3.86611 -3.65099 -1.63949 0.120
H -1.59275 -3.90617 -2.66348 0.129
N -0.22138 0.17687 -1.03389 0.047
Cr 0.28601 0.70282 0.92330 0.285
C 0.66603 2.86909 -1.71627 -0.263
H -0.43969 2.91043 -1.67323 0.097
H 1.04338 3.79976 -2.17522 0.107
C -2.85574 0.64543 -0.00810 -0.248
H -2.67315 1.48133 -0.71112 0.100
H -3.92010 0.66118 0.28701 0.106
P 1.21874 2.71753 0.05315 0.874
P -1.81190 1.06425 1.47269 0.839
C -2.50865 0.05797 2.84554 -0.204
H -2.00262 0.32701 3.78726 0.060
H -3.59587 0.22265 2.94483 0.069
H -2.30323 -1.00155 2.62502 0.036
C -2.35961 2.77512 1.90055 -0.218
H -3.42207 2.78420 2.20220 0.065
H -1.73895 3.16190 2.72539 0.058
H -2.22749 3.42501 1.02061 0.039
C 3.06234 2.76000 -0.09726 -0.214
H 3.39586 3.55833 -0.78388 0.066
H 3.50476 2.92177 0.89980 0.060
H 3.40257 1.78541 -0.48531 0.056
C 0.85588 4.36817 0.80141 -0.228
H 1.09204 4.33370 1.87823 0.056
H 1.45003 5.16425 0.31933 0.063
H -0.21589 4.59628 0.68876 0.036
C 0.87560 0.98703 2.66360 -0.200
O 1.24728 1.17132 3.76155 0.121
H 1.18280 -2.44922 -1.58230 0.126
F -1.45031 -3.05946 1.90534 0.132
C -0.18578 -3.47663 1.54736 -0.415
F 0.13143 -4.59486 2.29954 0.140
F -0.23157 -3.87143 0.22523 0.138
C 0.85279 -2.32743 1.74036 -0.199
O 0.48727 -1.27826 0.80992 -0.206
C 0.92454 -1.95735 3.26080 -0.431
F 1.07328 -3.09216 4.04053 0.140
F 2.03238 -1.18323 3.53956 0.123
F -0.21742 -1.33423 3.69424 0.117
C 2.27701 -2.85027 1.34387 -0.422
F 2.71980 -3.82907 2.21817 0.142
F 2.30170 -3.40387 0.08421 0.132
F 3.18701 -1.80688 1.36004 0.128
```

Output
LUMO (alpha / beta) in eV: -3.36 / -5.35
Energy above the lowest of the compared OMol25 structures with the same formula, charge and spin in eV: 0.0000
<S²>: 3.84
Total charge: +1
Kohn-Sham gap (alpha / beta) in eV: 7.916 / 6.095
Spin multiplicity: 4

***

The following is a DFT calculation (ωB97M-V with the def2-TZVPD basis set) of C24H24IN2O3SbSe4Tc as an isolated structure at a distorted geometry.

XYZ file:
```
60
Properties=species:S:1:pos:R:3:lowdin_charge:R:1
Tc 1.83057 -0.07295 -1.24675 0.888
C -0.61882 1.14740 -4.82626 0.000
C -0.74614 2.05571 -3.64197 -0.243
N -1.64896 3.01864 -3.68603 0.162
C -1.76351 3.87538 -2.67222 -0.036
C -1.00512 3.82180 -1.51366 -0.103
C -1.25556 4.83211 -0.41473 -0.170
O -0.03908 5.30409 0.14893 -0.057
C -0.05831 2.78553 -1.42317 -0.056
C 0.75543 2.63453 -0.22973 0.004
N 1.48972 1.60830 0.04142 -0.056
C 2.23252 1.67446 1.26365 -0.332
C 1.68888 2.14535 2.45266 0.004
C 2.48106 2.23168 3.58897 -0.020
C 3.81394 1.84552 3.55732 -0.029
C 4.37171 1.35409 2.38297 -0.102
C 3.55959 1.27562 1.27032 -0.554
I 4.29225 0.51819 -0.55672 1.263
C 0.07714 1.91676 -2.51260 -0.219
O 1.01598 0.93391 -2.56485 -0.305
H -1.45202 1.32865 -5.49914 0.098
H -0.61597 0.09891 -4.52446 0.042
H 0.31199 1.34239 -5.36290 0.100
H -2.50847 4.65374 -2.79535 0.136
H -1.85586 4.37080 0.37624 0.138
H -1.84891 5.64925 -0.82323 0.136
H 0.02084 6.26031 0.05969 0.116
H 0.75008 3.46720 0.46664 0.129
H 0.64696 2.43914 2.49125 0.132
H 2.05020 2.60386 4.50845 0.129
H 4.42511 1.91644 4.44649 0.130
H 5.40844 1.04614 2.35343 0.118
Se 3.35336 -3.64682 -2.52427 0.104
Sb 2.86848 -5.10502 -4.40341 0.845
Se 0.29378 -2.75580 -3.46272 0.126
Se 2.32542 -1.76584 -3.05145 0.034
Se 0.95512 -3.85461 -5.41009 0.175
C -4.50890 -3.74786 1.96430 -0.008
C -3.11262 -3.28168 1.72763 -0.189
C -2.03672 -3.86503 2.39653 0.030
C -0.74138 -3.44000 2.19829 -0.166
C 0.36450 -4.11604 2.96599 -0.023
C -0.50247 -2.38308 1.26491 -0.103
C 0.84253 -2.08922 0.99548 -0.074
O 1.29857 -1.24725 0.15745 -0.270
C -1.60522 -1.74283 0.60577 -0.163
C -1.44849 -0.56272 -0.31454 -0.023
C -2.86946 -2.21144 0.84785 0.022
H -4.53737 -4.71371 2.46245 0.094
H -5.06681 -3.80462 1.02965 0.100
H -5.02840 -3.02496 2.59965 0.113
H -2.22754 -4.66992 3.09485 0.136
H -0.05877 -4.78305 3.71219 0.095
H 0.99813 -3.40138 3.49256 0.097
H 0.99699 -4.72314 2.31479 0.099
H 1.61193 -2.63684 1.53828 0.142
H -0.80397 0.19796 0.11974 0.068
H -2.41916 -0.11116 -0.50966 0.101
H -1.03282 -0.85968 -1.28963 0.059
H -3.71439 -1.73723 0.36282 0.136
```

Output
LUMO in eV: -11.26
Total charge: +3
Kohn-Sham gap in eV: 4.947

***

The following is a DFT calculation (ωB97M-V with the def2-TZVPD basis set) of C24H24N2O5 as an isolated structure at a distorted geometry.

XYZ file:
```
55
Properties=species:S:1:pos:R:3:lowdin_charge:R:1
C -4.21452 -3.21371 1.08030 -0.119
C -4.47838 -2.09131 0.03938 -0.253
C -3.26476 -1.16236 -0.42056 -0.140
H -3.71700 -0.42432 -0.99563 0.126
H -2.88443 -1.05121 0.34065 -0.016
C -2.49243 -2.13522 -1.20561 -0.130
C -1.42395 -1.25327 -1.56295 -0.338
O -1.29239 -0.63816 -2.97180 -0.230
N -0.47597 -0.81986 -0.86646 0.147
H -0.50997 -1.23684 0.16315 0.172
C 0.55209 0.35134 -0.93383 -0.211
C 1.90150 -0.32958 -0.99837 -0.020
C 3.11837 0.25186 -1.02438 -0.033
C 4.40096 0.00036 -0.82943 -0.206
C 4.59565 -1.47498 -0.95550 0.114
C 3.44727 -2.34148 -0.71352 -0.125
C 2.26511 -1.96003 -0.81950 0.031
H 1.34801 -2.52383 -0.80062 0.104
H 3.77475 -3.27037 -0.88519 0.080
H 5.58900 -1.78212 -0.67746 0.107
N 5.45809 0.81044 -0.94498 -0.336
O 6.49357 0.42626 -0.59392 0.129
O 5.27149 2.11668 -0.88690 0.011
H 2.89796 1.55482 -0.77002 0.222
C 0.38198 1.45235 -0.20427 -0.136
C 1.06150 1.31140 1.26985 -0.048
C 0.78469 2.14800 2.19651 0.029
C -0.00711 3.53472 1.84742 0.070
C -0.79570 3.36140 0.75211 -0.190
C -1.55812 4.41623 0.39180 -0.067
C -2.25712 4.58258 -0.91633 0.034
C -2.12492 3.39583 -1.90281 0.037
C -1.21134 2.42582 -1.48047 -0.008
C -0.53868 2.21169 -0.31107 -0.142
H -1.19020 1.52536 -2.22088 0.135
H -2.59802 3.63114 -2.67016 0.010
H -2.91199 5.28953 -1.27752 0.051
H -1.72174 5.27069 1.30651 0.172
H -0.21645 4.22713 2.59253 0.076
H 1.17026 2.41065 3.24227 0.144
O 1.95399 0.22059 1.87311 0.021
C 1.28387 -0.83931 2.28622 -0.435
O 0.17896 -1.30962 1.95760 0.043
C 2.48117 -1.89909 2.63529 0.041
H 3.38538 -1.36394 2.15476 0.104
H 2.68271 -1.71970 3.68036 0.061
H 2.43838 -2.91037 2.40550 0.049
H 0.61196 0.38610 -1.93563 0.118
H -2.92496 -2.35653 -2.23456 0.180
H -2.14029 -2.80319 -0.63234 0.049
H -5.31496 -1.36800 0.49238 0.126
H -5.10298 -2.44977 -0.89067 0.133
H -3.46898 -3.90291 0.39854 0.109
H -5.09796 -3.78526 1.46257 0.073
H -3.59332 -2.89659 1.96454 0.077
```

Output
LUMO in eV: -1.42
Energy above the lowest of the compared OMol25 structures with the same formula, charge and spin in eV: 24.1573
Kohn-Sham gap in eV: 6.670